No. 1
C50H43Cl3GeIN4O10Re as an isolated structure at a distorted geometry, computed with the ωB97M-V functional and the def2-TZVPD basis.

Output
2S+1: 4
highest occupied orbital energy (spin up / spin down): -5.09 / -5.33 eV
orbital gap (spin up / spin down): 6.09 / 6.34 eV
charge: -1
LUMO (spin up / spin down): 1.004 / 1.006 eV

Each line ends with the Löwdin charge.
Geometry (Å):
Re (-1.47, 0.69, 1.38)  1.667
Cl (-5.18, 4.01, 4.73)  0.590
C (-4.26, 2.57, 4.28)  -0.662
C (-3.55, 2.57, 3.08)  -0.148
C (-2.83, 1.43, 2.74)  -0.240
Cl (-1.85, 3.98, 0.66)  0.723
C (-2.82, 0.32, 3.57)  -0.518
O (-2.10, -0.68, 3.11)  -0.198
C (-3.54, 0.35, 4.77)  -0.586
Cl (-3.53, -1.06, 5.80)  0.647
C (-4.26, 1.48, 5.12)  -0.145
H (-3.57, 3.45, 2.46)  0.037
H (-4.82, 1.50, 6.05)  0.099
C (2.11, 4.64, -0.02)  -0.037
C (1.36, 4.10, 1.21)  -0.527
C (2.38, 3.64, 2.28)  -0.035
C (0.56, 5.24, 1.86)  -0.103
C (0.54, 2.88, 0.82)  -0.302
C (-0.77, 2.58, 0.76)  -0.564
H (2.74, 5.48, 0.26)  0.086
H (1.40, 4.98, -0.78)  0.088
H (2.74, 3.86, -0.46)  0.078
H (2.90, 4.52, 2.67)  0.083
H (3.13, 2.96, 1.87)  0.080
H (1.87, 3.13, 3.10)  0.087
H (1.28, 5.93, 2.31)  0.080
H (-0.09, 4.87, 2.65)  0.083
H (-0.04, 5.80, 1.15)  0.046
O (0.47, -0.75, 1.97)  -0.048
C (0.62, -0.04, 3.00)  -0.603
O (0.05, 1.06, 3.15)  -0.046
C (1.51, -0.56, 4.09)  -0.067
C (1.48, 0.01, 5.35)  0.094
C (2.30, -0.52, 6.33)  -0.103
C (3.15, -1.58, 6.11)  0.077
C (3.16, -2.11, 4.83)  -0.104
C (2.35, -1.63, 3.82)  0.088
N (4.07, -3.25, 4.55)  -0.349
O (4.07, -3.70, 3.43)  0.083
O (4.76, -3.65, 5.46)  0.078
N (2.28, 0.08, 7.69)  -0.350
O (2.98, -0.43, 8.54)  0.074
O (1.57, 1.04, 7.87)  0.093
H (0.82, 0.84, 5.56)  0.140
H (3.78, -1.97, 6.89)  0.130
H (2.37, -2.08, 2.84)  0.129
C (-3.07, -0.34, 0.46)  -0.228
C (-2.70, -1.71, -0.04)  -0.261
C (-2.44, -2.76, 0.85)  -0.027
C (-2.18, -4.04, 0.39)  -0.042
C (-2.16, -4.29, -0.98)  -0.254
C (-2.42, -3.26, -1.88)  -0.040
C (-2.70, -1.99, -1.41)  -0.028
C (-1.84, -5.62, -1.47)  -0.190
N (-1.59, -6.67, -1.86)  0.132
H (-3.82, -0.46, 1.25)  0.075
H (-3.48, 0.25, -0.35)  0.025
H (-2.46, -2.55, 1.92)  0.105
H (-1.98, -4.84, 1.08)  0.118
H (-2.43, -3.47, -2.94)  0.109
H (-2.93, -1.19, -2.11)  0.107
O (1.50, 1.88, 0.51)  0.016
C (1.30, 0.78, -0.22)  -0.467
O (0.22, 0.31, -0.48)  0.020
C (2.63, 0.26, -0.72)  -0.128
C (2.70, 0.16, -2.24)  -0.235
Ge (1.36, -1.03, -3.00)  1.013
C (1.97, -1.58, -4.79)  -0.271
C (1.65, -2.85, -5.29)  -0.117
C (1.95, -3.20, -6.61)  -0.090
C (2.56, -2.27, -7.45)  -0.104
C (2.87, -1.01, -6.97)  -0.098
C (2.57, -0.67, -5.65)  -0.103
C (1.58, -2.60, -1.89)  -0.256
C (0.92, -2.81, -0.68)  -0.104
C (1.33, -3.82, 0.19)  -0.075
C (2.40, -4.64, -0.14)  -0.081
C (3.07, -4.44, -1.34)  -0.084
C (2.67, -3.43, -2.21)  -0.114
C (-0.23, -0.06, -3.56)  -0.257
C (-0.24, 1.33, -3.48)  -0.098
C (-1.22, 2.08, -4.13)  -0.112
C (-2.23, 1.44, -4.84)  -0.092
C (-2.24, 0.05, -4.91)  -0.079
C (-1.24, -0.69, -4.30)  -0.114
H (2.79, -0.72, -0.27)  0.124
H (3.39, 0.93, -0.33)  0.119
H (3.65, -0.29, -2.53)  0.080
H (2.68, 1.17, -2.67)  0.072
H (1.18, -3.59, -4.65)  0.102
H (1.70, -4.18, -6.97)  0.099
H (2.79, -2.54, -8.47)  0.095
H (3.34, -0.28, -7.62)  0.096
H (2.81, 0.33, -5.30)  0.098
H (0.10, -2.18, -0.39)  0.079
H (0.81, -3.95, 1.13)  0.107
H (2.72, -5.41, 0.55)  0.102
H (3.91, -5.07, -1.60)  0.098
H (3.22, -3.29, -3.13)  0.092
H (0.51, 1.85, -2.90)  0.095
H (-1.19, 3.16, -4.10)  0.093
H (-3.00, 2.01, -5.33)  0.101
H (-3.03, -0.46, -5.45)  0.102
H (-1.22, -1.77, -4.42)  0.096
N (-3.49, 3.87, -2.48)  0.171
C (-3.52, 2.83, -1.60)  -0.736
O (-2.74, 1.91, -1.63)  0.009
C (-4.64, 2.86, -0.57)  -0.596
I (-6.40, 1.95, -1.38)  0.773
H (-2.75, 3.88, -3.16)  0.073
H (-4.10, 4.66, -2.39)  0.099
H (-4.92, 3.86, -0.27)  0.042
H (-4.35, 2.26, 0.29)  0.015

No. 2
A 2-piece molecular cluster, C33H42IN2O7 overall at a distorted geometry, computed with the ωB97M-V functional and the def2-TZVPD basis.

Output
highest occupied orbital energy: -10.33 eV
orbital gap: 3.61 eV
charge: +1
LUMO: -6.722 eV

Each line ends with the Löwdin charge.
Geometry (Å):
C (0.70, -1.70, -1.82)  0.032
C (2.12, -1.86, -1.30)  -0.494
O (2.33, -2.26, -0.17)  0.084
O (3.14, -1.50, -2.13)  -0.029
C (3.61, -0.17, -1.83)  -0.163
C (3.26, 0.83, -2.97)  -0.160
C (2.53, 2.05, -2.38)  -0.223
C (1.83, 2.92, -3.44)  -0.210
C (1.44, 4.26, -2.79)  -0.215
C (0.18, 4.90, -3.42)  -0.191
C (-1.07, 4.16, -2.88)  -0.207
C (-1.83, 4.95, -1.78)  -0.116
C (-3.24, 4.34, -1.64)  -0.206
C (-4.36, 5.11, -1.62)  -0.092
C (-5.60, 4.51, -1.53)  -0.591
I (-7.35, 5.72, -1.51)  0.951
C (-5.69, 3.15, -1.49)  -0.153
C (-4.54, 2.37, -1.48)  -0.082
C (-3.31, 2.96, -1.56)  0.029
C (-4.68, 0.87, -1.42)  -0.260
O (-3.97, 0.16, -0.73)  0.121
C (-5.80, 0.34, -2.28)  -0.106
C (-5.68, -0.81, -3.01)  0.007
C (-6.74, -1.21, -3.80)  0.005
C (-7.87, -0.43, -3.83)  -0.265
O (-8.94, -0.78, -4.64)  -0.036
N (-8.43, -1.29, -5.90)  0.015
O (-8.78, -2.39, -6.05)  0.115
C (-8.00, 0.70, -3.07)  0.076
C (-6.95, 1.10, -2.28)  -0.073
C (-6.99, 2.36, -1.44)  -0.294
O (-7.96, 2.69, -0.80)  0.072
H (0.68, -1.99, -2.87)  0.093
H (0.36, -0.67, -1.73)  0.089
H (0.04, -2.37, -1.26)  0.088
H (3.15, 0.18, -0.89)  0.116
H (4.69, -0.20, -1.65)  0.124
H (4.18, 1.08, -3.51)  0.116
H (2.61, 0.27, -3.66)  0.119
H (1.77, 1.67, -1.68)  0.106
H (3.27, 2.64, -1.83)  0.123
H (2.53, 3.05, -4.27)  0.118
H (0.97, 2.35, -3.84)  0.114
H (2.28, 4.95, -2.90)  0.114
H (1.21, 4.06, -1.73)  0.107
H (0.13, 5.98, -3.27)  0.106
H (0.21, 4.72, -4.50)  0.108
H (-1.75, 3.89, -3.69)  0.121
H (-0.73, 3.21, -2.46)  0.088
H (-1.31, 4.92, -0.82)  0.125
H (-1.95, 5.96, -2.18)  0.113
H (-4.29, 6.19, -1.69)  0.107
H (-2.43, 2.33, -1.55)  0.126
H (-4.75, -1.36, -2.94)  0.130
H (-6.66, -2.10, -4.41)  0.114
H (-8.89, 1.31, -3.09)  0.147
C (5.10, -3.49, 6.58)  -0.010
C (3.91, -2.70, 5.99)  -0.437
C (2.60, -3.50, 6.10)  -0.106
C (2.49, -4.64, 5.09)  -0.150
C (2.69, -4.13, 3.66)  -0.097
C (4.01, -3.36, 3.47)  -0.428
N (4.18, -2.31, 4.55)  0.093
O (3.51, -1.34, 4.27)  0.226
C (5.19, -4.37, 3.48)  -0.021
C (4.06, -2.75, 2.07)  -0.032
C (3.81, -1.48, 6.92)  -0.021
H (5.95, -2.83, 6.77)  0.100
H (4.81, -3.93, 7.54)  0.105
H (5.45, -4.31, 5.97)  0.063
H (1.75, -2.83, 5.96)  0.138
H (2.51, -3.89, 7.11)  0.140
H (3.21, -5.43, 5.33)  0.116
H (1.50, -5.10, 5.17)  0.131
H (2.66, -4.96, 2.96)  0.146
H (1.85, -3.48, 3.40)  0.141
H (6.14, -3.86, 3.60)  0.104
H (5.22, -4.91, 2.53)  0.100
H (5.09, -5.14, 4.24)  0.071
H (3.22, -2.10, 1.86)  0.066
H (4.03, -3.53, 1.32)  0.098
H (4.98, -2.18, 1.92)  0.109
H (4.70, -0.85, 6.84)  0.103
H (3.74, -1.81, 7.95)  0.108
H (2.93, -0.87, 6.72)  0.093

No. 3
A 12-piece molecular cluster, C58H152N12O17 overall at a distorted geometry, computed with the ωB97M-V functional and the def2-TZVPD basis.

Output
highest occupied orbital energy: -8.00 eV
orbital gap: 8.48 eV
structure (SMILES): COC[C@H](C)N.COC[C@H](C)N.COC[C@H](C)N.COC[C@H](C)N.COC[C@H](C)N.COC[C@H](C)N.COC[C@H](C)N.COCCNCCOC.COCCNCCOC.COCCNCCOC.COCCNCCOC.COCCNCCOC
charge: 0
LUMO: 0.478 eV

Each line ends with the Löwdin charge.
Geometry (Å):
C (2.82, -2.53, 0.66)  -0.140
O (3.55, -3.04, -0.40)  -0.216
C (4.59, -2.17, -0.90)  -0.132
C (3.95, -1.15, -1.88)  -0.359
C (4.99, -0.45, -2.77)  -0.067
N (3.24, -0.04, -1.17)  0.044
H (2.68, -1.44, 0.66)  0.059
H (3.15, -2.98, 1.59)  0.089
H (1.86, -3.03, 0.55)  0.059
H (5.09, -1.68, -0.06)  0.125
H (5.32, -2.84, -1.36)  0.125
H (3.23, -1.62, -2.55)  0.128
H (5.59, -1.21, -3.27)  0.067
H (5.81, 0.01, -2.22)  0.078
H (4.58, 0.21, -3.54)  0.066
H (2.70, 0.65, -1.68)  0.024
H (3.71, 0.30, -0.35)  0.068
C (-2.24, 1.68, -7.85)  -0.116
O (-1.68, 0.84, -6.85)  -0.221
C (-2.01, -0.57, -6.97)  -0.165
C (-1.52, -1.45, -5.83)  -0.403
C (-2.43, -1.32, -4.61)  -0.057
N (-0.09, -1.36, -5.47)  0.088
H (-2.03, 2.72, -7.59)  0.075
H (-3.33, 1.65, -7.94)  0.085
H (-1.76, 1.42, -8.79)  0.089
H (-3.10, -0.53, -6.96)  0.114
H (-1.75, -0.98, -7.95)  0.121
H (-1.72, -2.48, -6.12)  0.123
H (-1.88, -1.90, -3.88)  0.059
H (-3.48, -1.58, -4.80)  0.086
H (-2.41, -0.35, -4.12)  0.051
H (0.30, -0.43, -5.52)  0.042
H (0.03, -1.66, -4.51)  0.038
C (-5.10, -1.51, -0.79)  -0.083
O (-3.77, -2.05, -0.77)  -0.198
C (-3.76, -3.45, -0.73)  -0.193
C (-2.22, -3.89, -1.03)  -0.351
C (-2.05, -5.40, -1.36)  -0.066
N (-1.42, -3.76, 0.20)  0.040
H (-5.70, -1.61, 0.12)  0.079
H (-5.68, -2.06, -1.53)  0.081
H (-5.02, -0.51, -1.21)  0.074
H (-4.14, -3.80, 0.23)  0.100
H (-4.38, -3.98, -1.45)  0.114
H (-1.78, -3.32, -1.85)  0.107
H (-2.39, -5.59, -2.38)  0.071
H (-2.80, -5.93, -0.77)  0.068
H (-1.05, -5.77, -1.12)  0.070
H (-1.58, -2.85, 0.59)  0.033
H (-1.90, -4.33, 0.88)  0.048
C (-3.33, 2.65, -4.54)  -0.090
O (-2.69, 3.75, -3.85)  -0.194
C (-1.47, 4.12, -4.53)  -0.149
C (-0.69, 5.07, -3.56)  -0.424
C (0.29, 5.99, -4.19)  -0.060
N (-0.03, 4.30, -2.52)  0.067
H (-2.77, 1.72, -4.59)  0.058
H (-3.49, 2.97, -5.57)  0.077
H (-4.28, 2.42, -4.05)  0.078
H (-0.89, 3.27, -4.89)  0.105
H (-1.79, 4.73, -5.38)  0.121
H (-1.44, 5.68, -3.05)  0.133
H (0.70, 6.71, -3.48)  0.083
H (-0.11, 6.46, -5.08)  0.083
H (1.15, 5.37, -4.47)  0.059
H (-0.59, 3.58, -2.10)  0.049
H (0.19, 4.99, -1.81)  0.089
C (-2.38, 1.99, -0.93)  -0.054
O (-0.97, 2.09, -1.06)  -0.273
C (-0.37, 0.90, -1.52)  -0.175
C (-0.45, -0.37, -0.68)  -0.409
C (0.02, -0.18, 0.75)  -0.065
N (0.35, -1.38, -1.35)  0.084
H (-2.51, 1.28, -0.12)  0.085
H (-2.79, 1.84, -1.93)  0.087
H (-2.82, 2.92, -0.57)  0.086
H (-0.63, 0.76, -2.57)  0.117
H (0.70, 1.11, -1.53)  0.097
H (-1.45, -0.79, -0.59)  0.113
H (-0.01, -1.17, 1.20)  0.070
H (-0.74, 0.40, 1.27)  0.055
H (0.99, 0.29, 0.89)  0.063
H (0.49, -2.20, -0.78)  0.033
H (1.28, -0.98, -1.41)  0.026
C (2.20, 6.26, 2.59)  -0.087
O (1.56, 5.16, 1.99)  -0.197
C (0.43, 4.70, 2.67)  -0.216
C (-0.46, 3.88, 1.76)  -0.404
C (-1.64, 3.23, 2.43)  -0.043
N (0.37, 2.85, 1.10)  0.081
H (2.33, 6.00, 3.64)  0.084
H (1.62, 7.18, 2.49)  0.083
H (3.14, 6.46, 2.07)  0.088
H (0.73, 4.12, 3.54)  0.105
H (-0.18, 5.56, 2.95)  0.114
H (-0.84, 4.48, 0.93)  0.130
H (-1.29, 2.52, 3.18)  0.082
H (-2.20, 2.62, 1.72)  0.053
H (-2.34, 3.97, 2.82)  0.063
H (1.20, 3.25, 0.68)  0.046
H (-0.06, 2.44, 0.28)  0.013
C (-7.39, -1.90, 3.12)  -0.104
O (-6.01, -1.69, 2.92)  -0.203
C (-5.10, -1.97, 3.97)  -0.193
C (-3.61, -1.92, 3.59)  -0.402
C (-3.00, -0.58, 3.15)  -0.034
N (-3.18, -3.01, 2.73)  0.052
H (-8.02, -1.52, 2.32)  0.087
H (-7.76, -1.44, 4.04)  0.084
H (-7.52, -2.98, 3.23)  0.085
H (-5.27, -1.41, 4.89)  0.124
H (-5.36, -2.98, 4.29)  0.115
H (-3.14, -2.21, 4.53)  0.125
H (-3.14, 0.15, 3.96)  0.078
H (-3.40, 0.00, 2.32)  0.070
H (-1.94, -0.78, 3.01)  0.051
H (-3.83, -3.05, 1.95)  0.039
H (-3.60, -3.85, 3.11)  0.081
C (2.54, -0.09, 3.50)  -0.082
O (2.95, 0.83, 4.55)  -0.204
C (2.57, 2.20, 4.23)  -0.200
C (2.68, 3.00, 5.53)  -0.244
N (4.04, 3.04, 5.90)  -0.037
C (4.27, 3.73, 7.23)  -0.165
C (5.54, 3.11, 7.79)  -0.257
O (5.46, 1.74, 8.10)  -0.187
C (6.61, 1.26, 8.74)  -0.110
H (2.54, -1.10, 3.90)  0.081
H (3.26, 0.12, 2.71)  0.077
H (1.56, 0.12, 3.10)  0.060
H (1.53, 2.20, 3.90)  0.096
H (3.23, 2.52, 3.42)  0.115
H (2.08, 2.42, 6.23)  0.124
H (2.21, 3.96, 5.33)  0.106
H (4.27, 2.06, 6.01)  0.094
H (3.52, 3.69, 8.02)  0.114
H (4.42, 4.79, 7.03)  0.113
H (5.90, 3.66, 8.67)  0.116
H (6.31, 3.28, 7.04)  0.120
H (6.69, 0.19, 8.94)  0.092
H (6.75, 1.86, 9.64)  0.082
H (7.45, 1.55, 8.11)  0.082
C (5.57, 2.82, 1.23)  -0.101
O (5.25, 2.92, -0.17)  -0.191
C (3.88, 3.33, -0.36)  -0.209
C (3.55, 3.50, -1.86)  -0.191
N (2.44, 2.70, -2.31)  -0.058
C (2.58, 2.67, -3.81)  -0.172
C (1.81, 1.50, -4.43)  -0.161
O (2.10, 1.36, -5.88)  -0.196
C (1.66, 2.39, -6.67)  -0.146
H (6.64, 2.87, 1.41)  0.085
H (5.24, 1.84, 1.58)  0.074
H (5.14, 3.58, 1.88)  0.078
H (3.70, 4.20, 0.27)  0.100
H (3.20, 2.62, 0.12)  0.094
H (4.49, 3.14, -2.29)  0.116
H (3.37, 4.55, -2.09)  0.119
H (1.63, 3.23, -2.02)  0.051
H (3.62, 2.60, -4.13)  0.117
H (2.28, 3.60, -4.29)  0.082
H (0.72, 1.55, -4.35)  0.096
H (2.18, 0.54, -4.07)  0.110
H (0.58, 2.50, -6.58)  0.063
H (1.72, 1.96, -7.68)  0.097
H (2.12, 3.37, -6.57)  0.086
C (-2.62, 8.13, 3.28)  -0.115
O (-3.86, 7.53, 3.05)  -0.203
C (-4.30, 6.70, 4.07)  -0.241
C (-5.53, 5.91, 3.64)  -0.163
N (-5.09, 4.96, 2.53)  -0.082
C (-6.19, 4.19, 1.88)  -0.142
C (-5.84, 3.64, 0.37)  -0.187
O (-7.01, 3.22, -0.31)  -0.200
C (-6.92, 2.37, -1.49)  -0.068
H (-2.58, 8.96, 2.58)  0.090
H (-1.71, 7.61, 2.99)  0.071
H (-2.58, 8.50, 4.31)  0.091
H (-4.48, 7.33, 4.94)  0.123
H (-3.42, 6.06, 4.14)  0.115
H (-6.34, 6.53, 3.26)  0.107
H (-5.97, 5.47, 4.54)  0.112
H (-4.38, 5.37, 1.94)  0.089
H (-6.91, 5.01, 1.79)  0.095
H (-6.53, 3.38, 2.53)  0.107
H (-5.15, 2.81, 0.52)  0.100
H (-5.38, 4.46, -0.17)  0.113
H (-6.70, 1.34, -1.21)  0.066
H (-6.18, 2.73, -2.22)  0.069
H (-7.81, 2.31, -2.11)  0.082
C (4.76, -7.92, 5.37)  -0.131
O (4.07, -7.01, 4.53)  -0.179
C (3.05, -7.72, 3.84)  -0.222
C (2.29, -6.64, 3.02)  -0.193
N (1.44, -5.84, 3.91)  -0.050
C (0.51, -4.95, 3.21)  -0.205
C (-0.16, -4.10, 4.25)  -0.233
O (0.76, -3.30, 4.98)  -0.194
C (0.38, -1.93, 5.09)  -0.098
H (5.76, -7.52, 5.58)  0.081
H (5.10, -8.88, 4.97)  0.082
H (4.28, -8.10, 6.33)  0.087
H (2.41, -8.36, 4.44)  0.123
H (3.60, -8.35, 3.15)  0.112
H (1.80, -7.17, 2.21)  0.110
H (3.02, -5.95, 2.59)  0.110
H (1.95, -5.48, 4.71)  0.109
H (-0.31, -5.47, 2.72)  0.112
H (1.01, -4.41, 2.41)  0.099
H (-0.63, -4.76, 4.98)  0.126
H (-0.96, -3.51, 3.81)  0.085
H (0.87, -1.31, 5.84)  0.099
H (-0.57, -2.12, 5.60)  0.079
H (0.18, -1.51, 4.11)  0.072
C (2.68, -6.54, -0.88)  -0.100
O (1.82, -6.20, -1.98)  -0.188
C (2.00, -4.81, -2.37)  -0.199
C (1.11, -4.55, -3.56)  -0.220
N (1.60, -5.13, -4.82)  -0.036
C (0.65, -4.89, -5.92)  -0.205
C (0.92, -5.86, -7.08)  -0.215
O (0.44, -7.13, -6.67)  -0.192
C (0.75, -8.16, -7.59)  -0.124
H (3.72, -6.56, -1.19)  0.088
H (2.47, -7.54, -0.50)  0.078
H (2.52, -5.87, -0.03)  0.067
H (3.01, -4.60, -2.72)  0.122
H (1.72, -4.18, -1.53)  0.095
H (0.91, -3.48, -3.67)  0.096
H (0.14, -4.94, -3.27)  0.101
H (1.59, -6.13, -4.66)  0.100
H (0.85, -3.91, -6.34)  0.103
H (-0.37, -4.96, -5.52)  0.113
H (1.97, -5.95, -7.35)  0.123
H (0.34, -5.53, -7.95)  0.117
H (1.81, -8.32, -7.75)  0.084
H (0.24, -8.11, -8.55)  0.081
H (0.38, -9.12, -7.22)  0.081

Table of energy (eV), in record order: -183294.209; -60302.957; -115284.302